Record 1
{"formula": "C21H34F4O12P", "method": "ωB97M-V/def2-TZVPD", "orbital_gap_ev": 10.16, "largest_force_ha_per_bohr": 0.013, "total_charge": 1, "symbols": ["P", "F", "F", "F", "F", "O", "O", "O", "O", "O", "O", "O", "O", "O", "O", "O", "O", "C", "C", "C", "C", "C", "C", "C", "C", "C", "C", "C", "C", "C", "C", "C", "C", "C", "C", "C", "C", "C", "H", "H", "H", "H", "H", "H", "H", "H", "H", "H", "H", "H", "H", "H", "H", "H", "H", "H", "H", "H", "H", "H", "H", "H", "H", "H", "H", "H", "H", "H", "H", "H", "H", "H"], "positions_angstrom": [[-0.850753, 2.035737, -1.791699], [2.426395, 2.130066, -8.135082], [0.112338, -0.715194, -7.661728], [-1.771493, 2.023749, 7.048743], [-1.059782, -4.076901, 6.488958], [1.752613, -5.200546, 8.134638], [5.357968, -0.847595, -9.655921], [1.160225, -4.794602, 10.272811], [-3.112927, 1.278270, -5.340466], [0.835065, -1.042240, 5.175406], [3.621743, 0.527308, -9.190403], [-0.768682, 0.400732, 5.839588], [-3.210240, 0.073355, -7.233840], [-1.273440, 0.230379, -6.141395], [-0.160461, -4.128817, 8.560940], [5.099847, 0.024915, -7.591295], [0.817624, -0.234051, 7.274360], [-2.589827, 0.597578, -6.161692], [1.078377, -5.053330, 6.880853], [4.762137, -0.168627, -8.895503], [0.100257, -3.943980, 7.183512], [4.228842, 1.017513, -7.046983], [1.477985, 1.816166, 3.011129], [-0.737832, -1.219664, -1.976209], [-2.234431, 0.842869, -1.643246], [3.034864, 0.928313, -7.969584], [-2.645949, 0.581509, -0.197731], [0.349125, -0.357826, 6.014617], [-1.020051, 1.834077, 2.770261], [0.942540, -4.722087, 9.113394], [-1.110370, -0.817311, -7.090368], [0.463611, 1.862326, 0.706557], [-2.224556, -0.543939, -8.073315], [-1.223671, 0.790375, 7.131062], [-1.994271, -0.472803, -2.397566], [0.302272, 2.314479, 2.166585], [0.052489, 0.781151, 7.941615], [-0.321540, 2.792509, -0.232856], [-0.553971, -2.027504, -2.671137], [2.342219, 2.462755, 2.943041], [-3.015248, 1.495233, 0.252627], [-1.129602, 0.776561, 2.554497], [-3.070355, 1.338884, -2.127466], [0.496357, -2.940765, 7.023173], [-1.969208, -0.295146, -3.467678], [-0.098349, 0.526143, 8.986433], [0.575748, 1.735099, 7.870345], [0.561343, -5.980734, 6.630902], [-1.911431, 0.159965, -8.844743], [-0.855230, -1.676861, -0.997860], [3.991703, 0.792328, -6.010150], [-1.856058, 0.173072, 0.414333], [1.163208, 1.752672, 4.043020], [0.287835, 3.403577, 2.137365], [0.134302, -0.578263, -1.924491], [-2.864306, -1.093483, -2.218773], [0.238601, 1.482728, -2.463100], [1.523329, 1.943810, 0.489239], [0.291786, 3.645517, -0.506274], [-1.858624, 2.396405, 2.371638], [-1.182084, -1.778250, -6.579182], [-2.621495, -1.441016, -8.538988], [2.287827, 0.193795, -7.672508], [-1.982609, 0.084376, 7.469994], [1.781051, -4.804497, 6.090370], [-3.480166, -0.107977, -0.202802], [-1.021678, 1.976059, 3.839696], [1.731852, 0.805009, 2.705534], [-1.275864, 3.069167, -2.630031], [4.704262, 1.997584, -7.107099], [0.187746, 0.817491, 0.593432], [-1.218930, 3.152403, 0.258495]], "forces_ev_per_a": [[-0.462, 0.178, 0.168], [-0.009, -0.011, -0.021], [-0.003, 0.059, 0.085], [0.032, 0.003, -0.072], [0.001, 0.029, 0.047], [-0.154, 0.079, -0.059], [-0.070, 0.123, 0.062], [-0.075, -0.003, -0.112], [0.248, -0.029, 0.173], [-0.019, 0.059, -0.019], [-0.093, -0.211, 0.197], [-0.031, -0.231, 0.275], [0.150, -0.014, 0.065], [-0.184, -0.260, 0.140], [0.237, 0.191, -0.061], [-0.149, 0.074, -0.036], [-0.157, 0.062, -0.014], [-0.187, 0.142, -0.234], [0.208, -0.086, -0.095], [0.183, -0.038, -0.080], [-0.193, -0.124, 0.083], [0.123, -0.038, 0.185], [-0.520, -0.067, -0.244], [-0.459, -0.203, 0.313], [-0.116, -0.469, -0.031], [0.163, 0.152, -0.213], [-0.064, 0.470, -0.054], [0.120, -0.011, -0.104], [0.378, 0.288, -0.466], [0.066, -0.143, 0.120], [0.079, 0.153, -0.087], [0.185, 0.459, 0.275], [-0.135, -0.077, -0.166], [0.026, 0.167, -0.122], [0.544, 0.199, -0.171], [-0.164, -0.203, 0.101], [0.086, -0.036, 0.212], [0.206, -0.577, -0.307], [0.249, -0.137, -0.163], [0.272, 0.042, -0.113], [0.027, 0.150, 0.303], [-0.241, -0.243, 0.155], [-0.073, 0.264, -0.197], [-0.065, 0.015, -0.104], [0.020, 0.208, -0.190], [0.077, -0.182, -0.048], [-0.080, 0.049, -0.069], [-0.118, 0.048, 0.014], [0.115, 0.010, 0.043], [-0.005, -0.017, 0.187], [0.088, -0.160, -0.031], [0.140, -0.135, 0.128], [0.111, 0.087, 0.339], [0.141, 0.220, 0.216], [0.300, 0.021, -0.148], [-0.234, -0.107, 0.034], [0.047, 0.005, 0.043], [0.190, -0.096, -0.387], [-0.014, 0.259, -0.011], [-0.302, -0.093, -0.149], [0.118, -0.029, -0.019], [-0.158, 0.026, 0.120], [-0.112, 0.071, 0.011], [-0.083, 0.071, -0.006], [0.131, 0.031, 0.147], [-0.126, -0.238, -0.033], [-0.047, 0.011, 0.279], [0.228, -0.162, 0.018], [0.040, -0.042, -0.054], [-0.088, 0.051, -0.082], [-0.062, -0.196, 0.043], [-0.275, 0.143, -0.011]], "mulliken_charge": [-0.02, -0.30, -0.22, -0.30, -0.29, -0.33, -0.47, -0.48, -0.51, -0.53, -0.32, -0.25, -0.32, -0.30, -0.34, -0.32, -0.35, 0.66, -0.47, 0.63, 0.67, -0.42, -1.51, -1.29, 0.46, 0.53, -1.71, 0.83, -1.31, 0.63, 0.27, -0.84, -0.43, 0.29, -0.04, 0.53, -0.47, -0.73, 0.43, 0.39, 0.42, 0.31, 0.59, -0.05, -0.44, 0.29, 0.30, 0.27, 0.30, 0.31, 0.26, 0.22, 0.26, 0.31, 0.33, 0.51, 0.17, 0.43, 0.54, 0.27, 0.26, 0.29, 0.12, 0.27, 0.29, 0.54, 0.36, 0.43, 0.17, 0.28, 0.43, 0.45]}

---

Record 2
{"formula": "C17H6Co2F6O6S", "method": "ωB97M-V/def2-TZVPD", "orbital_gap_ev": 2.30, "largest_force_ha_per_bohr": 0.085, "total_charge": 0, "symbols": ["Co", "Co", "S", "F", "F", "F", "F", "F", "F", "O", "O", "O", "O", "O", "O", "C", "C", "C", "C", "C", "C", "C", "C", "C", "C", "C", "C", "C", "C", "C", "C", "C", "H", "H", "H", "H", "H", "H"], "positions_angstrom": [[0.546722, 1.048475, -3.605818], [0.487955, 4.135628, -2.361415], [-0.317198, 0.910654, 2.959321], [2.535759, -3.820342, 1.620543], [3.124180, -2.951587, 3.568182], [-3.267015, -3.754732, 1.619127], [-2.759423, -4.807661, 3.496230], [-3.837745, -2.881953, 3.570536], [2.004937, -4.854069, 3.501802], [3.324272, 0.814825, -2.638059], [1.213920, 5.190275, -5.001833], [3.005075, 4.018273, -0.809491], [0.846045, 1.851726, -6.408682], [-1.626050, 5.587515, -0.847374], [-1.038996, -1.398732, -3.005248], [-0.738806, 1.557058, -0.861728], [-0.334622, -0.739019, 2.968053], [-2.830341, -3.561371, 2.923416], [-0.363014, -3.561413, 2.961507], [-1.532463, -2.828189, 2.963635], [0.922507, 4.806465, -3.952027], [-0.513451, 2.632671, -3.094062], [-0.065629, 2.118254, -1.825987], [2.102889, -3.611895, 2.923550], [2.235033, 0.875752, -3.023799], [0.820814, -2.851435, 2.960638], [-0.399557, -0.474521, -3.262167], [0.878287, -1.473802, 2.963415], [2.017855, 4.091107, -1.406026], [-1.561883, -1.449643, 2.970601], [0.733059, 1.502974, -5.310862], [-0.787340, 5.059882, -1.434255], [-1.637371, 2.722275, -3.105239], [-0.438172, 1.510533, 0.173177], [-0.373686, -4.644830, 2.981943], [-1.703296, 1.094488, -1.140593], [-2.506516, -0.910466, 2.992100], [1.833282, -0.953181, 2.976889]], "forces_ev_per_a": [[-0.439, 2.661, 1.862], [0.338, -3.575, 0.330], [0.048, 2.403, -0.317], [-0.412, 0.185, 1.409], [-0.991, -0.727, -0.698], [0.415, 0.173, 1.416], [-0.098, 1.203, -0.596], [0.972, -0.744, -0.702], [0.124, 1.199, -0.601], [-2.793, 0.174, -0.876], [-0.668, -0.994, 2.413], [-2.520, 0.052, -1.529], [-0.195, -0.837, 2.749], [2.028, -1.050, -1.319], [1.620, 2.040, -0.520], [-1.251, -1.474, 0.936], [-0.019, -1.534, -0.105], [-1.488, -0.717, -0.133], [0.000, -0.094, -0.018], [-0.789, -0.094, 0.063], [0.564, 1.951, -3.410], [-2.461, -0.684, 1.093], [0.402, 3.331, -2.733], [1.484, -0.747, -0.136], [4.231, -0.577, 0.933], [0.780, -0.118, 0.051], [-2.074, -2.316, -0.154], [-0.571, -0.161, 0.033], [3.407, 0.313, 2.344], [0.568, -0.167, -0.001], [-0.159, 0.566, -2.751], [-1.815, 0.473, 0.811], [1.183, -0.020, -0.826], [-0.052, 0.229, 0.699], [0.001, 0.165, -0.023], [0.628, -0.358, 0.331], [0.296, -0.069, -0.017], [-0.293, -0.063, -0.008]], "mulliken_charge": [0.20, 0.14, -0.34, -0.25, -0.26, -0.25, -0.27, -0.27, -0.27, -0.26, -0.27, -0.25, -0.30, -0.25, -0.25, -0.39, 0.09, 0.88, -0.76, 0.39, 0.27, 0.53, -0.55, 0.87, 0.22, 0.40, 0.21, -0.95, 0.27, -0.94, 0.28, 0.18, 0.35, 0.01, 0.48, 0.28, 0.50, 0.49]}

---

Record 3
{"formula": "C3H12O4", "method": "ωB97M-V/def2-TZVPD", "orbital_gap_ev": 10.01, "largest_force_ha_per_bohr": 0.015, "smiles": "C=C(C)O.O.O.O", "total_charge": 0, "de_lowest_kcal_mol": 21.8, "symbols": ["O", "O", "O", "O", "C", "C", "C", "H", "H", "H", "H", "H", "H", "H", "H", "H", "H", "H", "H"], "positions_angstrom": [[3.584634, 1.955575, 1.165254], [-1.030204, -0.412152, 0.889356], [-1.665987, -0.269983, -2.506797], [-2.964600, -2.662449, 0.352887], [0.127657, 0.007752, 0.208704], [1.014812, -0.886875, -0.174574], [0.236512, 1.472532, -0.060573], [0.921690, -1.934830, 0.062564], [-2.085071, -0.123150, -1.651420], [1.852031, -0.566430, -0.766364], [0.966640, 1.908616, 0.620017], [2.989328, 1.393420, 1.676149], [-1.299500, -1.164452, -2.442793], [-2.200048, -2.068211, 0.328990], [4.457398, 1.817952, 1.538601], [-0.731749, 1.952045, 0.043348], [0.585025, 1.618897, -1.080144], [-1.038276, 0.094508, 1.708544], [-3.720292, -2.132765, 0.088253]], "forces_ev_per_a": [[-0.298, -0.013, -0.028], [0.717, 0.253, -0.163], [0.029, -0.246, 0.060], [0.220, -0.072, -0.087], [-0.415, -0.331, 0.104], [0.040, -0.267, -0.083], [0.062, -0.158, -0.044], [-0.078, -0.072, 0.064], [0.042, -0.028, -0.039], [0.223, 0.032, -0.129], [-0.117, 0.304, -0.025], [0.214, 0.015, -0.055], [-0.098, 0.300, -0.003], [-0.229, 0.027, 0.185], [0.087, -0.055, 0.085], [-0.034, 0.153, 0.065], [0.054, 0.121, 0.008], [-0.429, -0.036, 0.104], [0.012, 0.075, -0.017]], "mulliken_charge": [-0.62, -0.47, -0.62, -0.65, 0.73, -0.98, -1.18, 0.33, 0.29, 0.28, 0.33, 0.31, 0.33, 0.32, 0.30, 0.36, 0.34, 0.28, 0.31]}